No. 1
DFT (ωB97M-V/def2-TZVPD) results for C35H61BCl3F21I2N3O20P2S5 as an isolated structure.

```
153
Properties=species:S:1:pos:R:3:forces:R:3
C -1.0949 1.2034 -4.4309 -0.1 0.6 0.5
C -1.0297 0.4636 -3.0883 0.7 1.2 -1.7
O -2.3630 0.4275 -2.5504 -0.1 -0.5 1.1
B -2.5796 -0.5208 -1.5875 0.7 0.3 -1.4
O -2.3534 -1.8259 -1.9387 -0.5 -0.3 0.9
C -3.0164 -0.1043 -0.0565 0.0 1.0 -1.8
I -2.2956 1.9591 0.1261 0.0 -0.1 0.6
N -2.3924 -1.0886 0.8913 -1.2 -1.8 0.3
C -0.9501 -1.4440 0.6763 2.0 -0.1 0.1
C 0.1395 -0.4048 0.3365 1.0 0.2 -0.5
N 1.4645 -1.0603 0.5097 -1.2 -0.4 0.4
C -2.7951 -1.0226 2.3441 -1.0 1.5 2.0
C -2.1667 0.1949 3.0791 0.2 0.6 -0.7
C -1.7780 0.1740 4.5582 0.8 1.1 0.2
C -0.2797 -0.1124 4.8478 -1.2 -0.6 -0.6
F 0.4008 -0.5760 3.7621 0.2 0.3 -0.3
F -0.2570 -1.0944 5.7593 0.7 -0.1 0.7
C 0.4688 1.1341 5.3529 -0.3 -0.9 1.1
F 0.2567 2.1754 4.5588 0.4 0.4 -1.1
F -0.1242 1.4581 6.5168 -0.2 -0.1 0.6
C 1.9790 0.9587 5.7004 -0.1 1.3 0.1
F 2.1880 -0.1180 6.4366 -0.1 -1.4 -0.3
F 2.2413 1.9687 6.5428 0.1 0.8 0.0
C 2.9930 1.1048 4.5132 0.8 0.1 0.3
F 3.5901 2.2894 4.6487 0.2 0.5 0.3
F 2.4364 1.1419 3.2987 -0.7 -0.6 -0.3
C 4.1740 0.0773 4.4933 -0.1 0.4 -1.4
F 4.8040 0.0252 5.6441 -0.2 -0.4 1.3
F 5.0667 0.6087 3.6356 -0.1 0.1 -0.7
C 3.8415 -1.3208 3.9228 0.6 -1.2 -0.1
F 2.7537 -1.8657 4.4782 -0.5 0.2 0.6
F 3.5859 -1.2593 2.6105 0.1 0.6 -0.6
C 4.9832 -2.3743 4.1113 -1.3 -0.1 0.1
F 6.1737 -1.9075 3.7865 0.6 0.4 -0.2
F 4.9594 -2.7199 5.3979 0.3 -0.1 0.7
C 4.7658 -3.6884 3.3102 1.5 -0.4 0.6
F 3.6330 -4.2893 3.5640 -1.2 0.0 0.0
F 4.9519 -3.5325 2.0267 -0.5 0.5 -1.2
F 5.7322 -4.5125 3.7110 0.5 -0.4 0.5
P -2.5088 -2.7745 3.1754 0.7 -2.0 -0.6
O -0.9018 -2.8221 3.5604 -0.4 0.7 -0.1
Cl -3.3171 -2.8564 5.0995 0.2 0.6 -0.4
C -4.3619 -0.9080 2.3416 -2.4 -0.2 -0.1
I -5.3766 -2.9036 2.2207 1.2 -1.8 0.2
P -5.0345 -0.1302 3.9793 2.6 0.5 3.0
O -5.6092 1.3616 3.5824 -0.7 -1.0 -0.7
O -6.1696 -1.1292 4.6001 -0.7 0.4 -1.4
N -5.0527 -0.0855 1.3008 0.4 -1.4 -0.1
Cl -6.7181 -0.5538 1.4843 -0.5 2.7 -0.8
C -4.5958 -0.1246 -0.0807 0.3 0.1 0.8
Cl -5.2187 -1.5697 -1.0346 0.5 0.0 0.2
C -5.2745 1.1115 -0.8009 -1.7 0.5 -0.5
F -5.5523 2.0300 0.1309 0.2 0.2 0.5
F -4.5878 1.7507 -1.7566 0.9 -0.6 -0.1
C -6.6626 0.8347 -1.5278 -0.3 0.9 0.7
F -6.4673 0.5291 -2.8042 0.3 -0.9 -0.6
F -7.2663 2.0423 -1.5573 -0.2 0.4 0.2
H -1.7070 2.0919 -4.2319 0.1 -0.1 -0.2
H -0.0970 1.5848 -4.7302 -0.5 -0.6 0.1
H -1.5950 0.6259 -5.2103 0.3 0.0 0.0
H -0.4033 1.0973 -2.4472 -0.1 -0.3 0.2
H -0.5530 -0.5096 -3.2419 -0.4 -0.1 0.4
H -2.6435 -1.9790 -2.8495 0.5 0.0 0.0
H -2.8749 -1.9751 0.6223 0.1 0.1 -0.2
H -0.5198 -1.9258 1.5628 -0.9 0.3 0.3
H -0.8674 -2.2484 -0.0617 -0.6 0.4 -0.2
H 0.1745 0.4964 0.9485 -0.4 -0.2 0.1
H 0.1418 -0.0725 -0.7054 -0.5 0.0 0.1
H 1.3462 -2.0194 0.1766 0.5 0.1 -0.2
H 1.5986 -1.1791 1.5149 0.2 0.1 -0.2
H -1.2779 0.5155 2.5245 -0.1 -0.3 0.1
H -2.8408 1.0452 2.9309 0.0 -0.2 0.1
H -1.8883 1.2106 4.9019 -0.3 -0.1 -0.2
H -2.3979 -0.3768 5.2581 0.1 -0.4 -0.4
H -0.6526 -3.7394 3.7517 -0.1 0.1 0.0
H -5.7022 1.8361 4.4221 0.1 0.0 -0.2
H -6.2255 -1.0314 5.5604 0.2 0.0 -0.1
H -7.3558 0.1708 -1.0168 0.3 -0.4 -0.1
O -1.9262 5.2409 0.4740 -0.1 -0.3 -0.2
S -2.8522 6.0851 1.1764 0.1 0.7 0.5
O -4.2534 6.0173 0.9127 0.0 -0.3 -0.2
O -2.3665 7.5924 1.0492 0.1 -0.3 0.2
C -2.1406 8.1282 -0.2710 0.0 0.3 -0.8
C -3.4369 8.4557 -0.9858 -0.2 -0.2 0.1
C -2.5934 5.9159 2.9112 0.1 0.0 0.1
H -1.5272 7.4410 -0.8566 0.0 -0.1 0.2
H -1.5607 9.0389 -0.1322 0.0 -0.1 0.3
H -4.0049 7.5525 -1.2083 0.0 0.0 0.0
H -3.2330 8.9669 -1.9267 0.1 0.0 0.1
H -4.0684 9.0909 -0.3642 0.1 0.1 0.0
H -1.5297 5.9991 3.1201 0.0 0.0 0.0
H -2.9606 4.9329 3.2013 0.0 0.0 -0.1
H -3.1548 6.6913 3.4260 0.0 0.0 0.0
O 11.4129 -0.0708 5.8906 -0.2 0.1 0.2
S 11.2771 0.9900 4.9411 0.2 0.0 -0.6
O 10.6772 2.2354 5.3053 -0.1 -0.1 0.2
O 10.5410 0.4227 3.6401 0.3 0.0 0.0
C 9.2749 -0.2324 3.8168 -0.7 -0.2 0.1
C 8.1480 0.7519 4.0656 0.3 0.3 0.2
C 12.8387 1.3093 4.1907 0.0 0.0 -0.1
H 9.3403 -0.9696 4.6200 0.2 0.1 0.0
H 9.0838 -0.7786 2.8935 0.3 0.1 -0.1
H 8.2722 1.2581 5.0231 0.0 0.0 0.0
H 7.1944 0.2403 4.0783 0.1 -0.1 -0.1
H 8.1311 1.5213 3.2923 0.0 -0.1 0.0
H 13.2803 0.3662 3.8799 0.0 0.0 0.0
H 13.4656 1.7928 4.9371 -0.1 0.0 0.1
H 12.6912 1.9713 3.3411 0.0 0.0 0.0
O -4.2844 -5.7050 -0.0080 -0.1 0.1 0.3
S -5.4961 -6.1292 -0.6476 0.0 -0.4 -0.7
O -6.7743 -5.8693 -0.0601 0.2 0.2 0.3
O -5.3836 -7.6775 -0.9924 0.0 0.3 -0.1
C -5.0737 -8.5946 0.0755 0.0 -0.5 0.7
C -6.2675 -8.8535 0.9738 -0.2 0.3 0.0
C -5.5083 -5.5361 -2.3071 0.0 0.0 -0.1
H -4.2180 -8.2311 0.6477 0.0 0.2 -0.1
H -4.7699 -9.5240 -0.4030 0.0 0.2 -0.3
H -6.5478 -7.9572 1.5271 0.0 0.0 0.0
H -6.0373 -9.6376 1.6952 0.1 0.0 -0.1
H -7.1336 -9.1545 0.3842 0.0 -0.1 0.0
H -4.5499 -5.7598 -2.7688 0.0 0.0 0.0
H -5.6679 -4.4602 -2.2684 0.0 0.0 0.1
H -6.3226 -6.0149 -2.8450 0.0 0.0 0.0
O 2.7712 4.6270 -4.5541 -0.1 -0.1 0.4
S 2.9735 3.2793 -4.9849 0.4 -0.2 -0.7
O 2.3147 2.1781 -4.3424 -0.1 0.3 0.2
O 4.5384 2.9806 -5.0414 -0.2 0.0 -0.2
C 5.3181 3.2149 -3.8543 0.4 0.0 0.7
C 5.1194 2.1294 -2.8137 -0.3 -0.1 0.0
C 2.6646 3.1768 -6.7165 0.0 0.0 -0.1
H 5.0942 4.2018 -3.4451 -0.1 0.0 -0.1
H 6.3589 3.2267 -4.1733 -0.1 0.0 -0.3
H 4.1041 2.1432 -2.4175 0.0 0.0 0.0
H 5.8091 2.2701 -1.9811 0.1 0.0 -0.1
H 5.2837 1.1439 -3.2506 0.1 0.0 0.0
H 3.1913 3.9852 -7.2167 0.0 0.0 0.0
H 1.5906 3.2769 -6.8635 0.0 0.0 0.1
H 3.0025 2.2082 -7.0762 0.0 0.0 0.0
O -0.0267 -2.1153 -7.7491 -0.3 0.1 0.2
S -0.1597 -1.0771 -8.7263 0.3 0.0 -0.7
O -0.8159 0.1555 -8.4138 -0.1 -0.1 0.3
O -0.8033 -1.6874 -10.0507 0.3 0.1 0.1
C -2.0557 -2.3871 -9.9393 -0.8 -0.2 0.1
C -3.2288 -1.4404 -9.7724 0.1 0.2 0.2
C 1.4265 -0.7151 -9.4024 0.0 0.0 -0.1
H -2.0113 -3.1116 -9.1237 0.2 0.1 0.0
H -2.1713 -2.9498 -10.8642 0.3 0.1 -0.1
H -3.1819 -0.9177 -8.8171 0.0 0.0 0.0
H -4.1697 -1.9901 -9.8112 0.1 -0.1 -0.1
H -3.2257 -0.6831 -10.5565 0.0 -0.1 0.0
H 1.9160 -1.6469 -9.6731 0.0 0.0 0.0
H 1.9976 -0.1974 -8.6344 -0.1 0.0 0.1
H 1.2997 -0.0734 -10.2708 0.0 0.0 0.0
```
Forces are in eV/Å.

Calculated values
Net charge: +1
Frontier orbital gap: 7.709 eV

=====

No. 2
DFT (ωB97M-V/def2-TZVPD) results for C35H61BN8O2PS5W as an isolated structure.

```
114
Properties=species:S:1:pos:R:3:forces:R:3
W 2.2526 -0.4372 -0.6099 0.0 -0.6 0.4
C 0.9580 4.4309 1.2706 0.0 0.0 0.1
C 0.0787 3.3164 0.8060 0.1 0.0 0.0
C -1.1962 3.4883 0.3432 0.0 0.2 0.0
C -1.9436 2.3956 -0.1384 0.0 -0.1 0.0
N -1.4824 1.1715 -0.0295 -0.2 0.0 0.0
N -0.2694 0.9978 0.4717 -0.1 0.1 0.0
B 0.3136 -0.4496 0.6439 0.0 -0.1 -0.2
N -0.7971 -1.4896 0.3045 0.1 0.0 0.1
N -1.9740 -1.3453 0.9353 0.0 0.0 0.0
C -2.9024 -2.2365 0.7273 0.0 0.0 -0.1
C -2.6798 -3.3354 -0.1472 0.0 0.0 0.1
C -1.4742 -3.5121 -0.7477 0.0 0.0 0.0
C -1.1551 -4.6641 -1.6441 0.0 0.0 0.0
C -0.4890 -2.5244 -0.4675 -0.1 0.0 0.0
S 1.1055 -2.6614 -1.0559 0.0 0.3 0.0
C -4.2222 -2.0926 1.4627 0.0 0.0 0.0
C -4.3711 -3.2951 2.4094 0.0 0.0 0.0
C -5.3767 -2.0863 0.4500 0.0 0.0 0.0
C -4.2495 -0.8037 2.2787 0.0 0.0 0.1
N 0.6869 -0.6653 2.1688 0.1 0.0 0.0
N -0.2065 -0.1852 3.0323 0.0 0.0 0.0
C -0.0002 -0.3503 4.3149 0.1 -0.1 0.1
C 1.1182 -1.0850 4.7750 -0.1 0.0 -0.1
C 2.0571 -1.5426 3.8958 0.0 0.0 -0.1
C 3.2921 -2.2663 4.3274 0.0 0.0 0.0
C 1.8250 -1.2598 2.5269 -0.1 0.1 0.1
S 3.0455 -1.5974 1.3352 0.0 -0.1 0.0
C -1.0147 0.2425 5.2769 0.0 0.0 0.0
C -1.8246 1.3436 4.5910 0.0 0.0 0.0
C -1.9412 -0.8939 5.7323 0.0 0.0 0.0
C -0.2953 0.8403 6.4943 0.0 0.0 0.0
C 0.5559 1.9935 0.7787 0.4 -0.3 0.0
S 2.2262 1.5198 1.0409 -0.4 0.4 -0.3
C -3.3080 2.5911 -0.7740 0.0 0.0 0.0
C -4.2759 3.1065 0.3024 0.0 0.0 0.0
C -3.8273 1.2749 -1.3482 0.0 0.0 0.0
C -3.1886 3.6244 -1.9046 0.0 0.0 0.0
H 0.4250 5.3785 1.2720 0.0 0.0 0.0
H 1.8379 4.5186 0.6312 0.0 0.0 0.0
H 1.3219 4.2307 2.2801 0.0 0.0 0.0
H -1.6273 4.4810 0.3161 0.0 0.0 0.0
H -3.4719 -4.0530 -0.3148 0.0 0.0 0.0
H -2.0260 -5.3016 -1.7765 0.0 0.0 0.0
H -0.3432 -5.2629 -1.2268 0.0 0.0 0.0
H -0.8205 -4.3095 -2.6207 0.0 0.0 0.0
H -4.3643 -4.2443 1.8707 0.0 0.0 0.0
H -5.3188 -3.2258 2.9446 0.0 0.0 0.0
H -3.5654 -3.3148 3.1457 0.0 0.0 0.0
H -5.4503 -3.0243 -0.1012 0.0 0.0 0.0
H -5.2720 -1.2719 -0.2690 0.0 0.0 0.0
H -6.3193 -1.9486 0.9803 0.0 0.0 0.0
H -3.4475 -0.7936 3.0179 -0.1 0.0 -0.1
H -5.2044 -0.7274 2.7994 0.0 0.0 0.0
H -4.1289 0.0751 1.6447 0.0 0.0 0.0
H 1.2453 -1.2621 5.8343 0.0 0.0 0.0
H 3.2852 -2.4288 5.4024 0.0 0.0 0.0
H 4.1828 -1.6912 4.0680 0.0 0.0 0.0
H 3.3716 -3.2314 3.8252 0.0 0.0 0.0
H -2.3460 0.9795 3.7067 0.0 0.0 0.0
H -1.1750 2.1660 4.2824 0.0 0.0 0.0
H -2.5595 1.7375 5.2934 0.0 0.0 0.0
H -2.4675 -1.3353 4.8846 0.0 0.0 0.0
H -2.6839 -0.5077 6.4312 0.0 0.0 0.0
H -1.3833 -1.6838 6.2397 0.0 0.0 0.0
H 0.4575 1.5711 6.1920 0.0 0.0 0.0
H 0.1849 0.0821 7.1139 0.0 0.0 0.0
H -1.0244 1.3510 7.1231 0.0 0.0 0.0
H -4.3822 2.3823 1.1113 0.0 0.0 0.0
H -5.2596 3.2746 -0.1373 0.0 0.0 0.0
H -3.9389 4.0525 0.7310 0.0 0.0 0.0
H -3.9278 0.5188 -0.5707 0.0 0.0 0.0
H -3.1537 0.8836 -2.1132 0.0 0.0 0.0
H -4.8053 1.4457 -1.7993 0.0 0.0 0.0
H -2.8905 4.6068 -1.5373 0.0 0.0 0.0
H -4.1570 3.7420 -2.3914 0.0 0.0 0.0
H -2.4667 3.3033 -2.6584 0.0 0.0 0.0
C -1.3212 0.4126 -6.7180 0.0 0.0 0.0
C -0.4147 -0.4587 -5.8892 -0.1 0.0 0.0
O 0.6170 0.4010 -5.3139 -0.1 -0.1 0.0
P 1.6539 -0.1624 -4.2708 0.3 0.2 -0.1
S 0.7789 0.2099 -2.4288 -0.2 0.2 0.2
S 2.2627 -1.9647 -4.5839 0.0 -0.1 0.0
O 2.8087 0.9511 -4.3352 -0.1 -0.1 0.0
C 3.5582 1.1131 -5.5838 0.0 0.1 0.0
C 4.7196 2.0317 -5.3055 0.0 0.0 0.0
H -2.0923 -0.2048 -7.1785 0.0 0.0 0.0
H -0.7607 0.9072 -7.5101 0.0 0.0 0.0
H -1.8041 1.1708 -6.1026 0.0 0.0 0.0
H 0.0832 -1.2236 -6.4833 0.0 0.0 0.0
H -0.9525 -0.9429 -5.0715 0.0 0.0 0.0
H 2.8733 1.5305 -6.3200 0.0 0.0 0.0
H 3.8899 0.1301 -5.9182 0.0 0.0 0.0
H 4.3793 3.0093 -4.9637 0.0 0.0 0.0
H 5.2979 2.1686 -6.2185 0.0 0.0 0.0
H 5.3865 1.6020 -4.5543 0.0 0.0 0.0
N 3.5132 1.1523 -1.5584 0.1 0.1 -0.2
C 4.8216 1.6271 -1.0246 0.0 -0.1 0.1
C 5.7037 0.4801 -0.5829 0.1 0.0 0.0
C 5.9094 -0.6034 -1.6525 0.0 0.1 0.0
C 5.1723 -1.8997 -1.3867 0.0 0.0 0.0
N 3.6888 -1.8665 -1.5969 0.1 0.0 -0.3
H 3.6297 0.8906 -2.5420 0.0 0.0 0.0
H 2.9071 1.9693 -1.6265 -0.1 -0.1 0.1
H 4.6174 2.2943 -0.1896 0.0 0.0 0.0
H 5.3100 2.2076 -1.8101 0.0 0.0 0.0
H 5.2953 0.0329 0.3288 0.0 0.0 0.0
H 6.6659 0.9092 -0.3005 0.0 0.0 0.0
H 6.9664 -0.8663 -1.7017 0.0 0.0 0.0
H 5.6650 -0.2283 -2.6541 0.0 0.0 0.0
H 5.3462 -2.2159 -0.3566 0.0 0.0 0.0
H 5.5626 -2.6809 -2.0406 0.0 0.0 0.0
H 3.3909 -2.8212 -1.4000 -0.1 0.0 0.0
H 3.4898 -1.7832 -2.6098 0.0 0.0 0.0
```
Forces are in eV/Å.

Calculated values
Net charge: +2
Frontier orbital gap (spin up / spin down): 6.386 / 6.914 eV
ΔE to the lowest compared entry with this formula, charge and spin: 20.2 kcal/mol
Spin multiplicity: 2

=====

No. 3
DFT (ωB97M-V/def2-TZVPD) results for a 4-piece molecular cluster, C35H61FI2N6O8P overall.

```
114
Properties=species:S:1:pos:R:3:forces:R:3
C 4.3090 0.6900 4.4241 0.2 -0.3 -0.2
C 3.1931 -0.1549 5.0005 0.4 0.2 0.2
O 1.9519 0.4997 5.1716 0.0 0.0 0.1
C 1.3694 1.0255 4.0136 -0.6 0.0 0.0
C 0.9420 -0.0412 3.0236 0.3 0.1 0.6
O 0.4363 0.6275 1.8861 0.4 -0.1 -0.2
C 0.1841 -0.2063 0.7867 -1.0 0.6 0.1
C 1.1431 0.0114 -0.3836 -0.2 -0.1 -0.4
C 2.3364 -0.9403 -0.2088 0.0 -0.4 -0.3
C 2.0320 -2.3940 -0.4595 0.4 -1.6 -2.2
O 2.2130 -3.0117 -1.4879 -0.3 1.3 2.3
F 1.5847 -3.0271 0.6380 0.0 0.1 -0.2
C 0.4325 -0.1541 -1.7359 -0.2 -0.5 0.0
I -0.6836 -1.8881 -2.2611 -0.2 0.0 -0.1
C 1.3525 0.5311 -2.7052 -1.0 -0.1 0.5
C 1.5263 0.0805 -4.0717 0.1 -0.3 -0.9
C 2.4960 -1.1326 -4.1719 0.0 -0.3 0.5
C 3.8245 -1.0349 -3.4377 0.6 0.5 -0.3
C 4.3834 0.3636 -3.1855 0.7 -0.8 -0.4
C 5.8766 0.3332 -2.8496 -0.8 0.3 0.6
C 6.1799 1.4016 -1.8302 0.7 0.4 -0.3
O 5.9733 0.8470 -0.5240 0.8 0.0 0.3
C 6.4020 1.6030 0.5198 1.0 -1.1 1.6
C 6.2398 3.1003 0.4455 0.1 -0.2 -0.2
O 6.8553 1.0597 1.5213 -1.1 0.8 -1.7
N 1.8088 1.5948 -2.0879 0.3 -0.5 -1.0
P 2.6418 2.9294 -2.8708 0.6 2.0 0.7
N 3.9623 3.3834 -2.2553 -0.7 0.4 -0.4
O 2.7560 2.4809 -4.3756 -0.6 -0.2 -0.1
O 1.5321 4.0743 -2.8727 -0.2 -0.7 0.0
C 1.5145 1.5242 -0.6320 1.6 0.4 2.5
I 3.3509 1.8630 0.5895 -1.4 0.0 -0.2
C 0.4952 2.5653 -0.1361 -0.4 0.5 -1.1
C 0.9490 3.7881 0.6699 -0.4 -0.2 2.0
O 0.6158 3.8576 1.8430 0.6 -0.1 -1.5
N 1.6193 4.8493 -0.0212 -0.3 -0.2 0.1
C 0.5781 5.8975 -0.2244 0.4 -0.3 0.4
C 2.6924 5.4382 0.7793 0.1 0.4 -0.2
H 5.0964 0.0175 4.1042 0.3 -0.1 -0.1
H 4.7541 1.3531 5.1508 -0.1 0.3 0.2
H 4.0242 1.2611 3.5501 -0.2 0.1 -0.2
H 3.0997 -1.0819 4.4421 -0.3 -0.2 -0.3
H 3.4966 -0.4527 5.9930 -0.1 -0.1 0.4
H 0.4640 1.5175 4.3384 -0.2 0.3 0.2
H 1.9592 1.7949 3.5276 0.4 0.1 -0.2
H 0.1775 -0.6562 3.4936 -0.3 -0.2 -0.1
H 1.7878 -0.6877 2.7989 0.1 -0.1 -0.4
H -0.8240 0.0212 0.4405 -0.3 0.0 0.0
H 0.1584 -1.2414 1.1015 0.1 -0.3 -0.1
H 3.1612 -0.7082 -0.8668 0.2 0.2 -0.2
H 2.6997 -0.9184 0.8045 0.1 0.4 0.4
H -0.3705 0.5746 -1.6548 -0.4 0.1 -0.2
H 1.8399 0.8257 -4.7815 0.1 0.1 0.3
H 0.5606 -0.2737 -4.4161 -0.4 -0.2 0.1
H 2.6802 -1.2845 -5.2241 -0.1 0.2 -0.4
H 1.9940 -2.0276 -3.8374 -0.3 -0.2 0.2
H 3.8273 -1.5672 -2.5026 -0.3 -0.3 0.3
H 4.5624 -1.5640 -4.0296 0.2 -0.2 -0.2
H 3.9159 0.8023 -2.3075 -0.1 0.1 -0.2
H 4.2585 0.9646 -4.0797 -0.1 0.1 0.2
H 6.4822 0.5215 -3.7226 0.2 -0.3 -0.3
H 6.0968 -0.6219 -2.3876 0.5 -0.3 -0.1
H 7.2153 1.7130 -1.9355 0.3 0.0 0.2
H 5.5594 2.2803 -1.9804 0.1 -0.2 0.0
H 6.0140 3.4333 1.4438 -0.1 0.2 0.4
H 7.1683 3.5759 0.1685 0.4 0.1 -0.2
H 5.4535 3.3886 -0.2404 0.1 0.2 -0.1
H 3.8713 4.3302 -1.9087 0.1 0.1 0.4
H 3.1415 3.2227 -4.8551 0.3 0.2 -0.3
H 0.6574 3.7297 -3.0853 -0.3 0.3 -0.2
H -0.0021 2.9816 -1.0129 -0.2 0.1 -0.2
H -0.2787 2.1123 0.4552 -0.1 -0.3 0.3
H 0.8802 6.5764 -1.0059 0.0 0.0 -0.4
H -0.3887 5.4497 -0.4098 -0.2 -0.1 -0.4
H 0.4828 6.4674 0.6946 -0.2 0.2 0.3
H 2.4157 5.6166 1.8140 -0.1 -0.1 0.2
H 2.9289 6.3986 0.3427 0.0 0.3 -0.2
H 3.5992 4.8578 0.7230 0.2 -0.4 0.1
C -2.4805 1.7463 3.3148 -0.1 0.1 -0.1
C -3.8034 1.1985 3.8305 0.2 0.2 0.0
C -3.6604 -0.2519 4.3006 -0.3 0.2 0.0
C -3.3173 -1.1335 3.1846 0.0 -0.1 0.2
N -3.0541 -1.8221 2.3049 0.1 0.1 -0.2
H -2.1468 1.1783 2.4441 0.1 0.0 0.0
H -2.5725 2.7914 3.0193 0.0 0.0 0.0
H -1.7059 1.6822 4.0787 0.0 0.0 0.0
H -4.5588 1.2639 3.0461 -0.1 -0.1 0.0
H -4.1600 1.8069 4.6624 0.0 -0.1 0.1
H -4.5906 -0.5963 4.7540 0.0 -0.1 -0.1
H -2.8874 -0.3277 5.0671 0.1 0.0 0.0
C -4.1763 -4.9589 -0.0242 0.0 0.1 -0.1
C -4.8740 -3.6781 -0.4631 0.2 -0.1 0.2
C -5.3521 -3.7207 -1.9194 -0.1 0.2 0.3
C -4.2435 -3.7830 -2.8693 -0.1 0.0 0.0
N -3.3666 -3.8216 -3.6093 0.2 0.1 0.1
H -3.2573 -5.1304 -0.5892 0.0 0.0 0.0
H -3.9116 -4.8997 1.0303 0.0 0.0 0.0
H -4.8266 -5.8249 -0.1600 0.0 0.0 0.0
H -4.2020 -2.8294 -0.3157 0.0 0.0 -0.1
H -5.7401 -3.5131 0.1751 0.0 0.0 -0.1
H -5.9414 -2.8283 -2.1372 0.0 0.0 -0.1
H -6.0078 -4.5784 -2.0785 0.1 -0.1 -0.1
C -9.4049 -5.9430 -1.7622 0.0 0.0 0.1
C -10.3166 -5.8069 -0.5478 0.1 -0.1 -0.2
C -10.1783 -4.4515 0.1535 -0.2 -0.2 0.0
C -8.8571 -4.2730 0.7517 -0.1 0.1 0.0
N -7.8211 -4.1475 1.2285 0.1 0.0 0.0
H -8.3528 -5.9035 -1.4738 0.0 0.0 0.0
H -9.5752 -6.8956 -2.2617 0.0 0.0 0.0
H -9.5924 -5.1467 -2.4852 0.0 0.0 0.0
H -10.1077 -6.6113 0.1584 0.0 0.0 0.1
H -11.3541 -5.9232 -0.8632 0.0 0.1 0.1
H -10.9280 -4.3645 0.9410 0.1 0.0 0.1
H -10.3647 -3.6403 -0.5520 0.1 0.0 0.0
```
Forces are in eV/Å.

Calculated values
Net charge: +1
Frontier orbital gap: 7.407 eV

=====

> Among the records above, which one has the highest net charge?

C35H61BN8O2PS5W

=====

> Among the records above, which one has the highest net charge?

C35H61BN8O2PS5W

=====

> The highest net charge belongs to which entry?

C35H61BN8O2PS5W

=====

> Which formula does entry 3 have?

C35H61FI2N6O8P